DFT (ωB97M-V/def2-TZVPD) results for a cluster of 3 separate species, C39H75FN3O3P in total in a non-equilibrium geometry.

## Properties
- HOMO energy (spin up / spin down): -7.570 / -7.570 eV
- Gap between HOMO and LUMO (spin up / spin down): 0.297 / 0.259 Eh
- 2S+1: 3
- Largest force on an atom: 7.2 eV/Å
- Expectation value of S²: 2.010

Last column: Löwdin charge in e.
Positions of all 122 atoms, in Å:
C 0.07 2.80 -0.35  -0.134
O -0.11 2.36 -1.74  -0.289
C 0.61 3.21 -2.69  -0.209
C 2.11 2.65 -3.10  -0.173
C 2.70 1.50 -2.09  -0.245
C 2.02 0.01 -2.31  -0.358
P 3.04 -1.35 -1.34  0.955
F 4.58 -0.67 -0.85  -0.409
C 2.07 -1.68 0.30  -0.386
C 1.41 -3.21 0.32  -0.257
C 0.28 -3.39 1.50  -0.238
C 0.80 -3.08 3.01  -0.231
C -0.27 -3.10 4.21  -0.224
C -1.83 -3.35 3.90  -0.209
C -2.82 -2.09 4.39  -0.207
C -3.31 -1.15 3.10  -0.207
C -2.06 -0.13 2.79  -0.191
C -2.14 0.67 1.37  -0.207
C -3.38 0.24 0.39  -0.174
C -2.95 0.75 -1.15  -0.183
N -4.02 0.32 -2.12  -0.187
C -4.82 -0.95 -2.27  -0.044
C -5.81 -0.61 -3.54  -0.105
C -5.57 0.89 -4.17  -0.073
C -4.36 1.39 -3.17  -0.067
H 0.43 1.87 0.31  0.086
H 0.89 3.62 -0.21  0.104
H -0.94 3.17 0.16  0.098
H -0.01 3.24 -3.71  0.133
H 0.64 4.35 -2.32  0.131
H 2.85 3.57 -3.05  0.116
H 2.09 2.31 -4.23  0.108
H 2.66 1.86 -0.96  0.116
H 3.86 1.39 -2.33  0.111
H 1.89 -0.26 -3.45  0.070
H 0.94 -0.03 -1.83  0.072
H 1.19 -0.90 0.47  0.074
H 2.86 -1.65 1.18  0.089
H 2.27 -3.98 0.52  0.111
H 0.89 -3.43 -0.73  0.111
H -0.15 -4.48 1.41  0.119
H -0.65 -2.67 1.29  0.107
H 1.36 -2.04 3.01  0.104
H 1.64 -3.89 3.26  0.123
H -0.18 -2.07 4.80  0.100
H 0.08 -3.92 5.01  0.118
H -2.15 -3.58 2.81  0.093
H -2.19 -4.28 4.56  0.113
H -3.75 -2.50 5.02  0.111
H -2.21 -1.36 5.11  0.096
H -3.55 -1.91 2.24  0.096
H -4.28 -0.59 3.50  0.125
H -1.98 0.66 3.67  0.103
H -1.07 -0.77 2.83  0.101
H -1.14 0.43 0.77  0.084
H -2.20 1.82 1.58  0.113
H -3.59 -0.91 0.31  0.090
H -4.34 0.85 0.75  0.139
H -1.86 0.40 -1.44  0.124
H -2.97 1.94 -1.10  0.128
H -4.71 -1.91 -1.60  0.098
H -6.63 -1.33 -3.98  0.068
H -6.07 1.45 -5.08  0.080
H -3.79 2.44 -3.20  0.109
C 3.32 -2.25 -5.68  -0.033
C 3.14 -1.36 -6.95  -0.458
C 1.68 -1.47 -7.48  -0.142
C 1.38 -2.78 -8.19  -0.190
C 2.39 -3.04 -9.29  -0.141
C 3.86 -3.00 -8.78  -0.477
N 4.16 -1.76 -7.98  -0.027
O 4.29 -0.69 -8.89  -0.031
C 4.14 -4.27 -7.93  -0.051
C 4.81 -3.17 -10.01  -0.047
C 3.34 0.09 -6.42  -0.048
H 2.46 -2.91 -5.51  0.082
H 4.22 -2.88 -5.73  0.074
H 3.45 -1.66 -4.77  0.052
H 1.49 -0.64 -8.18  0.123
H 0.97 -1.33 -6.65  0.123
H 1.36 -3.61 -7.47  0.102
H 0.37 -2.73 -8.62  0.115
H 2.18 -4.02 -9.74  0.123
H 2.25 -2.30 -10.09  0.124
H 5.14 -4.24 -7.49  0.090
H 4.09 -5.17 -8.55  0.086
H 3.41 -4.42 -7.13  0.063
H 4.64 -2.41 -10.78  0.076
H 4.66 -4.13 -10.50  0.083
H 5.86 -3.12 -9.70  0.086
H 4.36 0.25 -6.05  0.092
H 2.65 0.30 -5.59  0.053
H 3.13 0.85 -7.18  0.077
C -0.20 1.34 8.32  -0.033
C -0.37 2.19 7.01  -0.459
C 0.48 3.49 7.10  -0.144
C -0.11 4.55 8.02  -0.190
C -1.56 4.84 7.65  -0.140
C -2.45 3.57 7.60  -0.477
N -1.83 2.46 6.79  -0.022
O -2.00 2.79 5.43  -0.042
C -2.70 3.08 9.05  -0.050
C -3.87 3.97 7.09  -0.046
C 0.27 1.29 5.90  -0.051
H 0.32 1.89 9.10  0.081
H -1.16 1.00 8.72  0.072
H 0.37 0.42 8.14  0.077
H 0.58 3.93 6.10  0.123
H 1.50 3.25 7.43  0.124
H -0.04 4.22 9.07  0.102
H 0.48 5.46 7.95  0.115
H -1.97 5.56 8.36  0.124
H -1.57 5.34 6.67  0.124
H -3.25 2.13 9.06  0.090
H -3.30 3.81 9.61  0.087
H -1.79 2.94 9.64  0.063
H -3.84 4.46 6.11  0.076
H -4.34 4.68 7.78  0.084
H -4.52 3.09 7.02  0.086
H -0.29 0.36 5.76  0.063
H 1.30 1.02 6.17  0.088
H 0.33 1.80 4.93  0.075



DFT (ωB97M-V/def2-TZVPD) results for a cluster of 20 separate species, H41O20 in total in a non-equilibrium geometry.

## Properties
- Relative energy (zero: lowest compared OMol25 entry of this formula, charge and spin): 42.96 kcal per mole
- HOMO energy (spin up / spin down): -15.334 / -15.178 eV
- Charge: +2
- Gap between HOMO and LUMO (spin up / spin down): 0.343 / 0.094 Eh
- 2S+1: 2
- Largest force on an atom: 1.9 eV/Å
- Expectation value of S²: 0.759

Last column: Löwdin charge in e.
Positions of all 61 atoms, in Å:
O 0.85 2.49 3.16  0.163
H -3.25 1.21 3.97  0.111
O -1.51 -0.80 -4.93  -0.055
H -1.48 0.03 -5.42  0.028
H 3.47 -2.03 -4.05  0.033
O -0.57 1.11 1.28  -0.034
H -1.51 0.92 1.42  0.040
H -0.47 0.91 0.34  0.051
O -2.70 0.17 -2.00  -0.031
H -3.57 -0.20 -1.87  0.059
H -0.77 -3.58 0.49  -0.025
O 2.45 2.33 -4.15  -0.039
H 1.14 2.97 0.37  0.075
H -2.46 0.98 -1.56  0.041
O 1.27 3.62 1.07  0.025
H -3.56 -5.36 -0.25  0.056
H 1.87 2.71 -4.81  0.061
O -0.93 -1.47 -0.94  -0.068
H -3.57 -0.40 3.74  0.109
H -3.25 -3.94 0.09  0.015
O 2.48 1.33 0.97  -0.071
H 3.44 1.23 1.07  0.104
H 2.57 1.08 0.02  0.046
O -4.58 1.95 1.98  0.141
H -4.85 1.02 1.90  0.092
H 3.11 1.71 -4.45  0.056
O 3.85 1.18 -2.00  -0.050
H 3.05 1.31 -2.50  -0.040
H 4.44 1.90 -2.27  0.057
O 2.40 -3.17 2.78  -0.035
H 2.90 -2.55 2.24  0.025
H -1.77 -1.55 -1.39  0.039
O 0.93 5.27 -0.86  -0.038
H 1.68 4.67 -0.77  0.041
H 1.17 5.65 -1.71  0.068
O -1.95 -1.21 1.47  -0.083
H -1.11 -1.55 1.08  0.045
H -2.30 -2.11 1.59  0.076
O -1.18 -1.32 4.05  0.097
H -1.93 -1.50 -5.44  0.039
H -1.05 -2.28 3.96  0.101
O -3.44 0.48 3.37  0.081
H 2.76 -3.14 3.67  0.032
H -0.05 2.11 3.12  0.114
O -0.24 -4.10 1.10  -0.042
H 1.18 -1.58 -0.22  0.022
H 0.58 -4.41 0.70  0.054
O 1.78 -1.03 0.29  -0.045
H 1.48 -0.29 0.81  -0.010
H -1.52 -1.04 3.17  -0.001
O -2.83 -4.73 -0.28  -0.041
H 1.41 1.78 2.75  0.117
H -0.40 -0.86 -1.48  0.022
O 2.67 -2.49 -3.77  -0.047
H 0.73 3.04 2.16  0.097
H 2.66 -3.35 -4.20  0.044
O 1.34 0.36 -1.97  -0.058
H 1.70 -0.41 -2.44  0.065
H 1.04 1.03 -2.59  0.057
H 0.77 4.43 0.84  0.102
H -5.00 2.36 2.76  0.109



DFT (ωB97M-V/def2-TZVPD) results for the ion C3H9N2O2 with charge +1 in a non-equilibrium geometry.

## Properties
- Relative energy (zero: lowest compared OMol25 entry of this formula, charge and spin): 10.20 kcal per mole
- HOMO energy: -15.298 eV
- Charge: +1
- Gap between HOMO and LUMO: 0.454 Eh
- Largest force on an atom: 2.3 eV/Å
- SMILES string: C/C(N)=[NH+]/C(O)O

Last column: Löwdin charge in e.
Positions of all 16 atoms, in Å:
C -0.47 -0.73 -0.28  -0.377
C -0.93 -2.07 0.19  0.031
C 0.54 1.60 0.34  -0.410
N -0.37 -0.51 -1.57  0.231
N -0.21 0.19 0.61  0.181
O 1.42 1.43 -0.68  0.059
O 1.10 1.91 1.53  0.085
H -0.67 -2.84 -0.54  0.100
H -2.01 -2.08 0.32  0.111
H -0.48 -2.33 1.15  0.102
H -0.27 2.27 0.01  0.174
H -0.62 -1.22 -2.23  0.144
H 0.00 0.36 -1.92  0.125
H -0.25 -0.03 1.60  0.155
H 2.30 1.21 -0.34  0.147
H 0.94 2.82 1.81  0.142



DFT (ωB97M-V/def2-TZVPD) results for a cluster of 2 separate species, C11H20N5O7 in total in a non-equilibrium geometry.

## Properties
- HOMO energy: -5.482 eV
- Charge: -1
- Gap between HOMO and LUMO: 0.292 Eh
- Largest force on an atom: 2.5 eV/Å

Last column: Löwdin charge in e.
Positions of all 43 atoms, in Å:
O 1.80 -1.92 -5.26  0.007
O -0.35 4.53 2.55  0.026
O -2.02 -4.06 -3.27  0.078
O -0.23 -1.46 -1.14  -0.054
O 0.89 -0.40 4.20  0.049
O -1.42 0.08 -2.16  -0.045
O -3.44 -2.81 -4.50  0.086
C 1.41 -2.04 -4.11  -0.650
C -0.44 3.38 2.94  -0.561
C -2.20 -3.15 -4.07  -0.420
C -0.93 -0.43 -1.12  -0.670
C 1.00 0.55 3.43  -0.486
N 2.30 -1.83 -3.11  0.148
N 2.09 1.33 3.44  0.021
N -1.29 -0.90 -4.76  0.062
N 0.14 -2.37 -3.74  0.101
N -0.15 2.36 2.14  0.096
C -0.88 3.11 4.37  0.013
C 3.25 1.13 4.30  -0.060
C -0.99 -2.34 -4.63  -0.287
C -1.19 0.28 0.21  -0.104
C -0.03 0.09 1.20  -0.144
C -0.15 0.93 2.48  -0.221
H -4.04 -3.36 -3.98  0.116
H 1.85 -1.63 -2.22  0.080
H 3.09 -1.26 -3.39  0.098
H 2.09 2.11 2.80  0.133
H -2.23 -0.78 -5.13  0.058
H -1.23 -0.46 -3.82  0.035
H -0.07 -2.19 -2.75  0.085
H 0.04 2.61 1.18  0.148
H -1.74 2.44 4.37  0.082
H -0.06 2.67 4.94  0.078
H -1.16 4.06 4.83  0.082
H 4.01 1.88 4.10  0.081
H 2.94 1.19 5.35  0.082
H 3.66 0.13 4.12  0.086
H -0.72 -2.76 -5.61  0.146
H -1.33 1.35 0.03  0.102
H -2.11 -0.11 0.67  0.121
H 0.91 0.36 0.70  0.126
H 0.02 -0.97 1.48  0.127
H -1.09 0.66 2.97  0.148



DFT (ωB97M-V/def2-TZVPD) results for a structure of composition C13H13MoN8O4 in a non-equilibrium geometry.

## Properties
- HOMO energy (spin up / spin down): -19.162 / -19.160 eV
- Charge: +3
- Gap between HOMO and LUMO (spin up / spin down): 0.246 / 0.246 Eh
- Largest force on an atom: 1.1 eV/Å

Last column: Löwdin charge in e.
Positions of all 39 atoms, in Å:
Mo 0.12 -0.18 -0.02  1.762
O 3.91 0.57 -1.33  0.260
C 2.77 0.31 -1.26  -0.340
N 2.00 0.09 -0.02  -0.076
C 2.76 0.29 1.23  -0.343
O 3.91 0.53 1.30  0.261
C 1.85 0.11 2.40  -0.171
C 2.29 0.25 3.70  0.084
C 1.37 0.04 4.73  0.048
C 0.07 -0.31 4.40  0.017
C -0.29 -0.44 3.07  -0.090
N 0.59 -0.22 2.07  -0.068
C 1.86 0.12 -2.43  -0.173
C 2.31 0.25 -3.73  0.084
C 1.40 0.02 -4.76  0.048
C 0.10 -0.33 -4.44  0.017
C -0.27 -0.44 -3.10  -0.089
N 0.61 -0.21 -2.11  -0.066
H 3.32 0.51 3.89  0.155
H 1.67 0.13 5.76  0.148
H -0.67 -0.49 5.17  0.139
H -1.30 -0.71 2.79  0.109
H 3.34 0.51 -3.92  0.155
H 1.70 0.11 -5.80  0.148
H -0.64 -0.52 -5.21  0.139
H -1.28 -0.71 -2.83  0.109
N -1.64 -1.84 0.01  0.028
N -2.93 -1.24 0.03  0.059
C -3.02 0.10 0.02  -0.342
N -4.15 0.75 0.04  0.300
N -1.78 0.66 -0.02  -0.035
N -1.46 2.01 0.04  -0.356
O -2.22 2.90 0.10  0.264
O -0.20 2.06 0.07  0.015
H -1.59 -2.45 -0.81  0.140
H -1.56 -2.45 0.83  0.138
H -3.74 -1.84 0.03  0.196
H -5.05 0.27 0.08  0.175
H -4.17 1.76 0.02  0.149



DFT (ωB97M-V/def2-TZVPD) results for the ion C6H13N2 with charge +1 in a non-equilibrium geometry.

## Properties
- Relative energy (zero: lowest compared OMol25 entry of this formula, charge and spin): 46.09 kcal per mole
- HOMO energy (spin up / spin down): -10.478 / -15.901 eV
- Charge: +1
- Gap between HOMO and LUMO (spin up / spin down): 0.257 / 0.295 Eh
- 2S+1: 3
- Largest force on an atom: 7.4 eV/Å
- Expectation value of S²: 2.015

Last column: Löwdin charge in e.
Positions of all 21 atoms, in Å:
C -2.25 1.74 0.46  -0.036
C 0.08 0.81 0.57  -0.260
C 1.18 -1.49 0.73  -0.012
C -1.07 -1.06 -0.53  -0.035
C 1.00 -0.23 -1.41  -0.027
C 0.26 -0.54 -0.07  -0.470
N -1.14 1.27 0.58  0.119
N 0.99 1.53 1.13  0.326
H -2.92 1.79 1.30  0.103
H -2.46 2.38 -0.48  0.157
H 1.21 -2.45 0.13  0.124
H 0.82 -1.80 1.70  0.086
H 2.21 -1.18 0.76  0.081
H -0.85 -1.78 -1.31  0.110
H -1.64 -0.40 -0.98  0.026
H -1.70 -1.57 0.17  0.111
H 1.56 -1.12 -1.77  0.110
H 0.31 -0.08 -2.21  0.084
H 1.73 0.47 -1.62  0.066
H 1.97 1.32 1.24  0.164
H 0.70 2.39 1.61  0.173